# C27H32N6

An isolated molecule of C27H32N6 in a non-equilibrium geometry (ωB97M-V/def2-TZVPD, OMol25).

Properties
Frontier orbital gap in eV: 7.981
F_max in Eh/bohr: 0.023
Energy relative to the best compared isomer or geometry (same formula, charge and spin) in eV: 0.000

Structure (ORCA input):
```
! wB97M-V def2-TZVPD RIJCOSX def2/J DEFGRID3
* xyz 0 1
C 4.725 8.082 -0.597
C 4.741 6.559 -0.687
N 3.434 6.036 -1.043
C 3.143 6.162 -2.457
C 1.702 5.745 -2.726
N 1.495 4.370 -2.316
C 0.143 3.926 -2.621
C -0.048 2.480 -2.263
C -1.006 2.088 -1.337
C -1.152 0.762 -0.986
C -0.341 -0.225 -1.551
C -0.491 -1.610 -1.151
C -1.517 -2.207 -0.452
C -1.184 -3.572 -0.292
C -1.733 -4.720 0.317
N -2.939 -4.696 0.924
C -3.436 -5.794 1.735
C -4.939 -5.947 1.523
C -3.033 -5.563 3.178
C -1.820 -6.076 3.623
C -1.384 -5.840 4.914
C -2.157 -5.085 5.780
C -3.362 -4.564 5.344
C -3.795 -4.797 4.050
N -1.060 -5.871 0.261
C 0.106 -5.901 -0.368
N 0.735 -4.914 -0.970
C 0.070 -3.758 -0.917
N 0.460 -2.570 -1.432
C 0.613 0.174 -2.492
C 0.756 1.503 -2.838
C 1.802 4.245 -0.903
C 3.249 4.651 -0.654
H 3.921 8.397 0.062
H 4.573 8.538 -1.571
H 5.671 8.438 -0.197
H 4.999 6.158 0.297
H 5.519 6.230 -1.398
H 3.274 7.202 -2.760
H 3.819 5.530 -3.062
H 1.491 5.828 -3.796
H 1.026 6.430 -2.182
H -0.005 4.058 -3.698
H -0.611 4.541 -2.095
H -1.641 2.834 -0.879
H -1.892 0.486 -0.251
H -2.413 -1.727 -0.111
H -3.353 -3.790 1.080
H -2.919 -6.685 1.366
H -5.333 -6.707 2.193
H -5.138 -6.244 0.497
H -5.459 -5.010 1.711
H -1.215 -6.657 2.943
H -0.439 -6.246 5.246
H -1.820 -4.900 6.790
H -3.968 -3.972 6.015
H -4.738 -4.378 3.729
H 0.605 -6.862 -0.379
H 1.331 -2.414 -1.908
H 1.244 -0.561 -2.972
H 1.505 1.799 -3.556
H 1.656 3.205 -0.602
H 1.141 4.886 -0.293
H 3.474 4.547 0.410
H 3.913 3.975 -1.222
*
```